Density functional theory data (ωB97M-V with the def2-TZVPD basis set) for a 8-piece molecular cluster, C49H47N8O11 overall at a distorted geometry.

**E**: -86020.30889 eV
**HOMO energy**: -6.49 eV
**Largest force on an atom**: 7.57 eV Å⁻¹
**Total charge**: -1

XYZ file:
```
115
C49H47N8O11 | the Open Molecules 2025 dataset | ωB97M-V with the def2-TZVPD basis set
C -6.187 9.313 -13.653
C -4.816 9.967 -13.477
C -4.151 10.155 -14.795
O -4.939 11.240 -12.789
H -6.247 8.225 -13.655
H -6.608 9.777 -14.545
H -6.857 9.661 -12.867
H -4.159 9.351 -12.862
H -3.151 10.567 -14.662
H -4.785 10.868 -15.322
H -3.931 9.321 -15.461
C 3.643 16.918 -17.094
C 2.978 16.490 -18.264
C 1.748 15.836 -18.129
C 1.094 15.703 -16.914
C 1.747 16.115 -15.758
C 3.031 16.791 -15.841
C 1.115 15.969 -14.396
O 1.685 16.449 -13.439
C -0.239 15.199 -14.371
C -0.941 15.099 -13.181
C -2.273 14.600 -13.140
C -2.765 13.953 -14.267
C -2.093 13.979 -15.523
C -0.847 14.683 -15.597
C -0.061 14.746 -16.843
O -0.353 13.977 -17.728
H 4.625 17.304 -17.323
H 3.422 16.517 -19.248
H 1.304 15.481 -19.048
H 3.559 17.040 -14.933
H -0.530 15.527 -12.279
H -2.830 14.645 -12.217
H -3.564 13.228 -14.283
H -2.629 13.391 -16.254
C -9.214 12.119 -16.692
C -10.289 13.017 -16.893
C -10.009 14.290 -17.353
C -8.679 14.711 -17.625
C -7.598 13.752 -17.410
C -7.934 12.445 -16.959
C -6.247 14.046 -17.930
O -5.434 13.138 -17.927
C -5.934 15.406 -18.247
C -4.648 15.722 -18.571
C -4.290 16.982 -18.940
C -5.230 18.055 -18.919
C -6.593 17.705 -18.804
C -6.965 16.329 -18.515
C -8.397 15.957 -18.237
O -9.317 16.797 -18.432
H -9.420 11.141 -16.281
H -11.308 12.699 -16.730
H -10.781 14.971 -17.677
H -7.144 11.730 -16.784
H -3.978 14.876 -18.630
H -3.340 17.167 -19.417
H -4.938 19.070 -19.147
H -7.374 18.411 -19.044
C -5.023 14.840 -22.817
C -3.711 14.861 -22.372
C -3.184 13.804 -21.611
C -4.004 12.694 -21.157
C -5.387 12.819 -21.587
C -5.890 13.905 -22.261
C -6.411 11.838 -21.037
O -7.606 11.932 -21.359
C -5.927 10.859 -20.039
C -6.902 9.981 -19.576
C -6.680 9.284 -18.404
C -5.467 9.334 -17.815
C -4.427 10.082 -18.398
C -4.649 10.955 -19.455
C -3.512 11.709 -20.053
O -2.307 11.563 -19.704
H -5.572 15.611 -23.337
H -3.214 15.737 -22.762
H -2.111 13.859 -21.498
H -6.927 14.129 -22.460
H -7.965 10.044 -19.760
H -7.482 8.708 -17.967
H -5.259 8.788 -16.906
H -3.389 9.993 -18.112
C -9.756 11.150 -12.537
O -10.883 10.729 -12.554
N -9.217 11.565 -13.668
N -8.906 11.212 -11.597
H -9.777 11.287 -14.461
H -8.256 11.867 -13.740
H -7.988 11.571 -11.817
H -8.828 10.439 -10.951
C -6.467 14.560 -12.556
O -7.309 15.318 -12.115
N -5.558 13.966 -11.816
N -6.488 14.173 -13.789
H -5.311 13.051 -12.164
H -5.486 14.193 -10.834
H -6.981 14.696 -14.499
H -5.924 13.376 -14.047
C -5.891 10.302 -9.509
O -6.131 9.965 -8.399
N -6.359 9.603 -10.534
N -5.076 11.108 -9.980
H -6.764 8.707 -10.300
H -6.291 9.914 -11.492
H -4.444 11.614 -9.376
H -5.092 11.032 -10.987
C -1.226 11.624 -11.834
O -0.183 11.654 -11.296
N -2.355 12.025 -11.370
N -1.398 11.345 -13.059
H -2.442 12.354 -10.419
H -3.162 11.849 -11.952
H -2.352 11.195 -13.354
H -0.530 11.062 -13.492
```